No. 1
{
  "formula": "C8H12FO4S",
  "method": "ωB97M-V with the def2-TZVPD basis set",
  "elements": ["C", "C", "C", "C", "O", "C", "C", "O", "H", "H", "H", "H", "H", "H", "H", "H", "H", "F", "S", "C", "C", "O", "O", "H", "H", "H"],
  "positions_angstrom": [[1.57, 1.24, -0.87], [0.54, 0.22, -1.19], [-0.85, 0.71, -1.11], [-2.02, -0.24, -1.16], [-1.07, 1.92, -0.92], [0.89, -1.13, -1.61], [2.32, -1.50, -1.97], [0.06, -2.05, -1.65], [2.59, 0.89, -1.02], [1.41, 2.15, -1.47], [1.45, 1.54, 0.19], [-1.70, -1.25, -1.44], [-2.52, -0.25, -0.18], [-2.73, 0.15, -1.90], [3.05, -0.71, -1.80], [2.60, -2.39, -1.40], [2.35, -1.78, -3.03], [-1.84, 2.17, 3.57], [-1.88, 0.60, 3.12], [-0.27, 0.47, 2.44], [0.08, -0.51, 1.60], [-2.02, -0.13, 4.34], [-2.89, 0.54, 2.09], [0.39, 1.27, 2.79], [1.09, -0.55, 1.22], [-0.58, -1.36, 1.39]],
  "e_above_lowest_ev": 0.746,
  "charge": -1,
  "fmax_ha_per_bohr": 0.0351,
  "e_tot_ev": -30233.342,
  "e_homo_ev": -3.38
}

No. 2
{
  "formula": "C8H10BrClFN3O",
  "method": "ωB97M-V with the def2-TZVPD basis set",
  "elements": ["C", "C", "C", "C", "C", "C", "C", "C", "N", "N", "N", "O", "F", "Cl", "Br", "H", "H", "H", "H", "H", "H", "H", "H", "H", "H"],
  "positions_angstrom": [[-1.33, 2.21, -1.37], [-3.03, 2.46, -0.15], [-0.50, 0.08, -1.55], [-0.17, -1.52, 0.41], [1.58, -1.11, -1.43], [0.95, 0.59, 0.29], [0.43, -0.52, -0.55], [-3.42, 0.18, 0.56], [-2.14, 3.13, -0.91], [-1.63, 0.98, -0.94], [-2.71, 1.12, -0.15], [-0.42, 0.13, -2.74], [1.37, 1.68, -0.47], [-5.11, 0.81, 0.85], [-3.56, -1.49, -0.41], [-0.48, 2.53, -2.05], [-3.76, 3.03, 0.23], [-1.16, -1.00, 0.72], [0.58, -1.80, 1.08], [-0.33, -2.45, -0.05], [1.82, -0.32, -2.20], [1.48, -2.09, -2.05], [2.38, -1.31, -0.85], [0.15, 1.03, 0.94], [2.00, 0.21, 0.71]],
  "e_above_lowest_ev": 2.909,
  "charge": 0,
  "fmax_ha_per_bohr": 0.1061,
  "e_tot_ev": -100253.064,
  "e_homo_ev": [-7.27, -7.27]
}

No. 3
{
  "formula": "C16H34N5S2",
  "method": "ωB97M-V with the def2-TZVPD basis set",
  "elements": ["C", "H", "H", "H", "C", "C", "H", "H", "C", "N", "C", "N", "H", "C", "H", "H", "C", "N", "C", "H", "C", "N", "H", "C", "N", "H", "C", "H", "C", "C", "C", "H", "H", "H", "H", "H", "H", "H", "H", "S", "C", "H", "H", "C", "H", "H", "H", "H", "H", "H", "H", "S", "H", "H", "H", "H", "H"],
  "positions_angstrom": [[-5.26, -3.58, 1.67], [-5.90, -3.24, 2.49], [-5.89, -3.82, 0.82], [-4.76, -4.49, 1.99], [-4.24, -2.51, 1.31], [-3.33, -2.97, 0.17], [-3.93, -3.26, -0.70], [-2.79, -3.86, 0.50], [-2.31, -1.92, -0.24], [-3.00, -0.79, -0.86], [-2.47, 0.39, -1.12], [-1.22, 0.69, -0.84], [-0.56, -0.06, -0.51], [-0.63, 1.99, -1.07], [0.44, 1.84, -1.20], [-1.04, 2.41, -1.99], [-0.91, 3.00, 0.08], [-0.21, 2.85, 1.32], [1.13, 3.37, 1.45], [1.20, 4.33, 0.95], [2.23, 2.41, 0.91], [1.73, 1.05, 0.98], [-4.56, 0.87, -2.03], [2.02, 0.11, 0.07], [3.08, 0.31, -0.73], [3.76, 1.00, -0.46], [3.54, -0.63, -1.73], [3.75, -0.07, -2.65], [4.80, -1.37, -1.29], [4.56, -2.26, -0.06], [5.82, -3.02, 0.32], [5.63, -3.65, 1.19], [6.14, -3.66, -0.49], [6.63, -2.34, 0.56], [4.24, -1.64, 0.78], [3.76, -2.96, -0.28], [5.59, -0.65, -1.07], [5.14, -1.99, -2.12], [2.74, -1.34, -1.93], [1.01, -1.22, -0.13], [0.89, 0.79, 2.13], [0.66, -0.28, 2.16], [1.46, 1.04, 3.03], [-0.40, 1.63, 2.08], [-1.22, 1.06, 1.64], [-0.69, 1.90, 3.10], [3.15, 2.54, 1.49], [2.44, 2.66, -0.14], [1.29, 3.54, 2.52], [-0.68, 4.00, -0.31], [-1.98, 2.97, 0.30], [-3.48, 1.63, -1.86], [-3.94, -0.99, -1.16], [-1.58, -2.34, -0.94], [-1.77, -1.57, 0.64], [-3.63, -2.27, 2.18], [-4.77, -1.59, 1.02]],
  "e_above_lowest_ev": 0.505,
  "charge": 1,
  "fmax_ha_per_bohr": 0.0183,
  "e_tot_ev": -46259.858,
  "e_homo_ev": -11.18
}

No. 4
{
  "formula": "C16H48O8",
  "method": "ωB97M-V with the def2-TZVPD basis set",
  "elements": ["C", "C", "O", "H", "H", "H", "H", "H", "H", "C", "C", "O", "H", "H", "H", "H", "H", "H", "C", "C", "O", "H", "H", "H", "H", "H", "H", "C", "C", "O", "H", "H", "H", "H", "H", "H", "C", "C", "O", "H", "H", "H", "H", "H", "H", "C", "C", "O", "H", "H", "H", "H", "H", "H", "C", "C", "O", "H", "H", "H", "H", "H", "H", "C", "C", "O", "H", "H", "H", "H", "H", "H"],
  "positions_angstrom": [[7.46, -6.32, -7.58], [7.25, -5.41, -8.78], [5.82, -5.40, -9.11], [7.22, -7.35, -7.83], [6.91, -6.02, -6.69], [8.52, -6.36, -7.30], [7.78, -5.78, -9.66], [7.49, -4.38, -8.54], [5.69, -6.01, -9.84], [3.61, -3.84, -3.74], [4.41, -5.11, -3.56], [5.18, -5.33, -4.74], [3.11, -3.47, -2.84], [2.85, -3.94, -4.52], [4.30, -3.05, -4.04], [3.74, -5.97, -3.42], [5.12, -5.12, -2.73], [4.56, -5.20, -5.49], [1.14, -2.44, -8.78], [0.88, -2.32, -7.27], [-0.02, -3.31, -6.83], [1.86, -1.66, -9.04], [0.23, -2.25, -9.35], [1.58, -3.41, -9.01], [0.48, -1.31, -7.12], [1.86, -2.41, -6.77], [-0.56, -2.95, -6.12], [7.73, -2.78, -4.18], [7.27, -2.59, -2.72], [8.32, -3.13, -1.91], [6.96, -2.53, -4.92], [8.00, -3.80, -4.43], [8.57, -2.09, -4.32], [6.34, -3.13, -2.52], [7.16, -1.55, -2.42], [8.45, -4.07, -2.06], [6.01, -5.56, 0.35], [5.96, -4.95, 1.76], [4.62, -4.83, 2.22], [5.71, -4.81, -0.37], [5.36, -6.44, 0.27], [7.04, -5.84, 0.12], [6.30, -3.92, 1.65], [6.61, -5.51, 2.43], [4.29, -5.71, 2.44], [2.88, -1.66, 0.19], [2.01, -1.94, 1.40], [2.83, -2.41, 2.48], [3.87, -1.32, 0.48], [2.42, -1.05, -0.58], [3.16, -2.60, -0.32], [1.26, -2.72, 1.24], [1.49, -1.07, 1.80], [3.26, -3.22, 2.20], [1.34, -7.46, -2.48], [2.02, -8.81, -2.27], [2.34, -9.45, -3.50], [0.30, -7.63, -2.77], [1.83, -6.93, -3.29], [1.36, -6.80, -1.62], [1.43, -9.50, -1.65], [2.95, -8.63, -1.73], [1.53, -9.87, -3.81], [2.73, -7.28, -7.50], [2.70, -5.78, -7.71], [3.85, -5.13, -7.14], [2.86, -7.53, -6.45], [3.55, -7.77, -8.03], [1.79, -7.70, -7.85], [1.87, -5.27, -7.21], [2.62, -5.54, -8.77], [4.47, -4.92, -7.86]],
  "e_above_lowest_ev": 2.369,
  "charge": 0,
  "smiles": "CCO.CCO.CCO.CCO.CCO.CCO.CCO.CCO",
  "fmax_ha_per_bohr": 0.0367,
  "e_tot_ev": -33748.133,
  "e_homo_ev": -9.57
}